101
Properties=species:S:1:pos:R:3:lowdin_charge:R:1 method="wB97M-V/def2-TZVPD" multiplicity=1 de_lowest_kcal_mol=62.2 gap_ev=6.6 total_energy_ha=-5159.01735 total_charge=+2
N -2.18125 4.26968 -0.25549 0.31
H -2.88616 4.19731 -0.98933 0.16
H -2.62655 4.32156 0.65397 0.13
H -1.55656 5.06172 -0.39761 0.16
H -1.64989 3.36039 -0.23629 0.06
N -3.18157 0.74573 3.76464 0.31
H -2.48513 1.15960 3.10732 0.07
H -3.77258 1.52624 4.05030 0.15
H -2.65222 0.45404 4.58787 0.16
H -3.67503 -0.03007 3.32214 0.16
N -0.52514 3.30500 3.60326 0.31
H 0.17024 4.03059 3.78629 0.17
H -0.66379 2.77662 4.46453 0.15
H -0.15213 2.63753 2.87506 0.05
H -1.44099 3.65264 3.34229 0.13
C 0.64399 -0.26674 0.15305 -0.63
F 1.12225 -1.01646 1.13842 0.17
F 1.61458 0.15285 -0.62041 0.18
F -0.24786 -0.86724 -0.61919 0.17
S -0.14013 1.29748 0.99784 0.59
O -0.53711 2.20283 -0.09048 -0.32
O -1.31206 0.80434 1.74044 -0.36
O 0.89594 1.89264 1.83046 -0.31
C 3.22060 4.61932 0.62054 -0.04
C 3.39373 3.22310 0.08918 -0.20
O 4.08709 3.28305 -1.17133 0.01
C 5.40969 3.05844 -1.18419 -0.36
O 6.04335 2.76443 -0.21218 0.18
C 6.06933 3.15289 -2.57153 -0.56
F 7.31277 3.60378 -2.46629 0.19
F 6.17940 1.94922 -3.14594 0.17
F 5.37279 3.99210 -3.32926 0.18
H 2.87173 5.34724 -0.11305 0.07
H 4.17711 5.07727 0.88523 0.09
H 2.59032 4.61880 1.51187 0.06
H 2.40700 2.83589 -0.16277 0.10
H 3.90706 2.47229 0.68779 0.11
C 2.69298 1.02760 -3.71948 -0.05
C 2.49193 2.19507 -4.67340 -0.17
O 2.24218 3.38645 -3.90825 -0.01
C 2.23173 4.58221 -4.54526 -0.38
O 2.45481 4.75084 -5.70224 0.20
C 1.90885 5.71318 -3.56692 -0.55
F 1.63108 6.80366 -4.24410 0.20
F 0.81003 5.39825 -2.83118 0.12
F 2.91909 5.97163 -2.72726 0.17
H 1.87856 0.84742 -3.01742 0.06
H 3.57267 1.14098 -3.08283 0.06
H 2.90004 0.09539 -4.24565 0.09
H 1.63186 2.10287 -5.33501 0.13
H 3.43045 2.36512 -5.20149 0.13
C -6.89914 -1.22290 -4.57182 -0.05
C -6.64956 -0.41705 -3.30438 -0.18
O -5.69773 -1.11875 -2.48723 0.02
C -4.40720 -1.01569 -2.77348 -0.40
O -3.87119 -0.45928 -3.68275 0.18
C -3.59673 -1.78044 -1.68760 -0.54
F -4.39638 -2.53817 -0.90352 0.15
F -2.74719 -2.59444 -2.28284 0.20
F -3.01146 -0.90022 -0.86649 0.14
H -7.22041 -2.23564 -4.32546 0.09
H -6.00843 -1.25440 -5.19951 0.08
H -7.69462 -0.87463 -5.23191 0.09
H -7.61502 -0.34460 -2.80838 0.13
H -6.19991 0.56238 -3.46738 0.12
C 1.32218 -5.31060 -0.07214 -0.04
C 0.01503 -4.53602 0.07668 -0.22
O -1.09299 -5.32525 -0.25371 0.03
C -1.56606 -6.31136 0.47671 -0.39
O -1.12094 -6.65106 1.53469 0.17
C -2.74222 -7.09033 -0.21985 -0.55
F -2.35322 -8.35144 -0.37717 0.19
F -3.80120 -7.08510 0.60478 0.16
F -3.10104 -6.55221 -1.36737 0.19
H 1.26028 -6.17562 0.58827 0.08
H 2.23597 -4.77020 0.17121 0.08
H 1.46118 -5.67783 -1.09027 0.09
H 0.00882 -3.58360 -0.45173 0.12
H -0.02199 -4.23321 1.12493 0.09
C -2.30381 -2.70325 1.58611 -0.03
C -1.69848 -2.39873 2.96327 -0.22
O -0.38317 -2.89021 2.98687 -0.01
C -0.04384 -3.75000 3.98437 -0.34
O -0.72662 -4.02398 4.91872 0.20
C 1.40043 -4.27289 3.83081 -0.55
F 2.02738 -3.68560 2.79504 0.15
F 2.12726 -4.09671 4.92588 0.20
F 1.33923 -5.57647 3.59815 0.20
H -2.34720 -3.78191 1.44776 0.09
H -1.75794 -2.30867 0.73146 0.05
H -3.29690 -2.26156 1.49371 0.08
H -2.30782 -2.75704 3.79441 0.13
H -1.64551 -1.31723 3.14573 0.08
Cl 3.30452 0.32649 5.53311 0.57
C 2.80310 -0.21483 3.89826 -0.65
C 3.61193 0.57593 2.89098 -0.73
Cl 5.33311 0.15304 2.81818 0.62
H 1.72520 -0.07267 3.84653 0.04
H 3.01692 -1.27148 3.73731 0.06
H 3.58825 1.63057 3.16536 0.05
H 3.14608 0.49809 1.90908 0.04

72
Properties=species:S:1:pos:R:3:lowdin_charge:R:1 method="wB97M-V/def2-TZVPD" multiplicity=1 de_lowest_kcal_mol=1.5 gap_ev=6.0 total_energy_ha=-1825.62640 total_charge=+1
C 3.87879 -0.49434 0.00452 0.00
C 2.47835 -1.29564 0.38888 -0.25
O 2.35075 -1.65692 1.68403 0.01
N 1.48081 -1.56230 -0.70035 -0.04
C 1.26418 -3.05825 -0.79951 -0.21
C 0.62761 -4.03487 0.35244 -0.01
O 1.59096 -3.63559 -1.98310 0.01
N 0.30884 -0.84782 -0.60601 -0.12
C 0.33361 0.39885 0.23493 -0.11
C -1.04377 1.34014 0.08298 -0.21
C -1.07247 2.55423 1.23123 -0.51
Cl -1.42117 1.85425 2.91154 0.53
C -0.17276 -0.63386 -2.05005 -0.07
C -1.63413 -1.36784 -2.35186 -0.15
C -2.87593 -0.32002 -2.56338 -0.17
C -4.26940 -1.23539 -2.42799 -0.15
N -4.68826 -1.14341 -0.96240 -0.18
C -6.03896 -0.56890 -0.59008 -0.06
C -6.25755 -0.51705 1.03772 -0.06
C -4.86316 -1.17340 1.61818 -0.06
C -3.95718 -1.54732 0.30315 -0.10
H 3.80905 0.06819 -1.01957 0.10
H 4.18016 0.18804 0.91681 0.11
H 4.71784 -1.33434 -0.07185 0.11
H 0.58694 -3.56430 1.43318 0.10
H -0.51280 -4.20736 0.04380 0.11
H 1.10030 -5.12169 0.38176 0.13
H -0.40716 -1.49685 -0.15906 0.18
H 1.22114 1.15301 -0.02906 0.17
H 0.38598 0.19856 1.41148 0.14
H -1.00326 1.90685 -0.95610 0.12
H -2.00007 0.68156 0.23035 0.10
H -0.13958 3.26080 1.17365 0.11
H -2.00918 3.22902 0.93706 0.11
H 0.59651 -1.20110 -2.76712 0.16
H -0.13272 0.48755 -2.39440 0.15
H -1.92672 -2.17830 -1.56055 0.09
H -1.52155 -1.95351 -3.38638 0.15
H -2.97407 0.51448 -1.75051 0.10
H -2.90776 0.13469 -3.64184 0.12
H -5.13170 -0.78277 -3.08148 0.13
H -4.04762 -2.36915 -2.72822 0.14
H -6.88251 -0.18458 -1.32029 0.11
H -7.18513 -0.12154 1.65723 0.09
H -4.61673 -1.32950 2.76330 0.09
H -2.90504 -2.05245 0.38422 0.07
C -1.97849 5.63663 5.31070 -0.18
C -2.06035 7.09558 4.94258 -0.18
C -1.03819 7.19988 3.83174 -0.20
O -1.01250 5.92811 3.16912 -0.15
C -1.74016 4.98386 3.96669 -0.25
H -2.87181 5.25982 5.81516 0.12
H -1.11634 5.46718 5.96668 0.12
H -3.05955 7.32430 4.55352 0.12
H -1.85494 7.77180 5.77627 0.12
H -0.03589 7.38930 4.23034 0.12
H -1.28128 7.98578 3.11082 0.12
H -2.68558 4.77306 3.45504 0.11
H -1.17165 4.05323 4.04680 0.05
C 5.30009 -4.43461 -3.22584 -0.17
C 6.74336 -4.03923 -3.04870 -0.18
C 6.69157 -2.54330 -3.27045 -0.20
O 5.39896 -2.10222 -2.83256 -0.16
C 4.57194 -3.25467 -2.62017 -0.23
H 5.04291 -5.38422 -2.74985 0.12
H 5.06459 -4.51093 -4.29404 0.12
H 7.06329 -4.25389 -2.02223 0.12
H 7.42622 -4.54864 -3.73333 0.12
H 6.78702 -2.29541 -4.33290 0.12
H 7.46964 -2.01022 -2.71648 0.12
H 4.44455 -3.37963 -1.53934 0.10
H 3.58912 -3.09142 -3.07084 0.10

74
Properties=species:S:1:pos:R:3:lowdin_charge:R:1 method="wB97M-V/def2-TZVPD" multiplicity=1 gap_ev=6.6 total_energy_ha=-2754.57404 total_charge=+1
C 4.32220 -1.17176 5.16902 -0.17
C 4.12834 0.00855 4.21135 -0.47
P 3.01553 -0.46817 2.83074 1.03
C 4.02477 -1.00643 1.37118 -0.40
C 5.54168 -0.78210 1.41474 -0.16
C 2.04242 1.02075 2.30271 -0.28
C 2.52435 2.30572 2.13965 -0.31
P 4.26186 2.75608 2.31424 0.73
O 5.13937 2.20295 1.25773 -0.40
C 1.66577 3.36564 1.76110 -0.14
C 0.33957 3.17980 1.53170 -0.38
P -0.53414 4.72239 1.02873 0.59
O -1.95357 4.22938 0.42712 -0.38
Cl -1.05911 5.32419 2.93840 0.23
C -0.18602 1.87273 1.67130 -0.21
N -1.52060 1.66914 1.46558 0.13
C -1.94783 0.45082 1.57014 -0.08
C -1.09296 -0.64071 1.89288 -0.30
C -1.66963 -2.02978 1.95624 -0.14
C -2.83663 -2.14226 2.94694 -0.28
N -2.48555 -1.54925 4.23891 0.01
N 0.17058 -0.47510 2.13837 0.18
C 0.65886 0.79410 2.04008 -0.21
H 4.87408 -0.83341 6.04501 0.07
H 4.86877 -1.97635 4.67866 0.07
H 3.35131 -1.55701 5.47621 0.06
H 3.63074 0.82239 4.74736 0.07
H 5.10310 0.39985 3.91318 0.05
H 3.58286 -0.56893 0.47415 0.06
H 3.83487 -2.07790 1.30123 0.05
H 5.92644 -0.59881 0.41231 0.07
H 6.05415 -1.66197 1.80395 0.07
H 5.83057 0.07956 2.00654 0.03
H 4.20048 4.16059 2.28536 0.02
H 4.64963 2.46342 3.62747 0.01
H 2.08899 4.35532 1.62476 0.08
H -2.51585 3.83016 1.10474 0.03
H -3.00229 0.26364 1.38489 0.12
H -2.06374 -2.28783 0.96532 0.10
H -0.88224 -2.73066 2.22565 0.12
H -3.70793 -1.63626 2.50723 0.10
H -3.12538 -3.18328 3.07161 0.11
H -2.66790 -0.55353 4.22935 0.07
H -3.07726 -1.93560 4.96311 0.07
C 0.25193 -0.88770 -1.37288 -0.07
C -0.53971 0.36092 -1.76498 -0.20
C -2.00219 0.18344 -2.13344 -0.11
N -2.33141 -0.61274 -3.39401 -0.25
C -1.25210 -0.46245 -4.43467 -0.10
C -1.62924 -1.06732 -5.77766 -0.16
C -2.92280 -0.46024 -6.30544 -0.18
C -4.03155 -0.65331 -5.27834 -0.16
C -3.63548 -0.06340 -3.93756 -0.11
C -2.52302 -2.04347 -3.01023 0.03
H 0.31081 -1.64653 -2.15443 0.06
H 1.27680 -0.59944 -1.14230 0.08
H -0.16619 -1.35599 -0.48250 0.06
H -0.01518 0.91274 -2.54643 0.11
H -0.54918 1.03218 -0.90414 0.10
H -2.44405 1.16756 -2.27994 0.13
H -2.54346 -0.29900 -1.31918 0.12
H -1.07968 0.60856 -4.54093 0.15
H -0.35244 -0.92960 -4.04447 0.13
H -0.80498 -0.88158 -6.46636 0.13
H -1.72144 -2.15266 -5.69948 0.12
H -3.19949 -0.91208 -7.25674 0.12
H -2.77483 0.60747 -6.49335 0.13
H -4.27874 -1.71286 -5.17891 0.12
H -4.94595 -0.15762 -5.60512 0.13
H -4.38948 -0.25327 -3.17453 0.14
H -3.49585 1.01307 -4.03140 0.14
H -3.35847 -2.10061 -2.31767 0.12
H -1.61839 -2.40374 -2.53061 0.10
H -2.73687 -2.64036 -3.88923 0.10

79
Properties=species:S:1:pos:R:3:lowdin_charge:R:1 method="wB97M-V/def2-TZVPD" multiplicity=1 smiles="CCP(C)[C@@H](O[C@H](COc1ccccc1)[C@](CCCCl)(CCOC(C)=O)O[C@H](CCN)P(O)O)P(O)(O)=S" gap_ev=8.6 total_energy_ha=-3515.41180
C 3.59722 1.95329 5.20956 -0.17
C 3.31118 1.01770 4.02809 -0.42
P 1.52315 0.96289 3.55815 0.96
C 1.05962 -0.77937 3.93055 -0.30
C 1.60198 1.27243 1.69137 -0.57
O 0.42912 1.03291 0.96883 -0.14
C 0.04824 -0.31352 0.78427 -0.22
C 1.18998 -1.25187 0.45626 -0.13
O 2.02039 -0.75306 -0.59500 -0.03
C 2.50417 -1.72197 -1.44687 -0.27
C 3.04308 -2.92351 -0.99581 -0.02
C 3.53566 -3.85780 -1.90843 -0.08
C 3.52655 -3.60743 -3.28089 -0.09
C 2.99930 -2.39600 -3.72341 -0.07
C 2.48787 -1.46366 -2.81785 0.00
C -1.13870 -0.28555 -0.25463 -0.38
C -2.43012 -0.06567 0.55712 -0.09
C -3.69465 -0.03777 -0.32538 -0.25
C -4.39121 1.30339 -0.15612 -0.57
Cl -5.93838 1.28449 -1.06772 0.54
C -1.24784 -1.61130 -1.01212 -0.09
C -1.58830 -2.82764 -0.13889 -0.16
O -2.95784 -3.21283 -0.28978 -0.02
C -3.34203 -3.97053 0.79762 -0.54
C -4.15439 -3.23663 1.81963 0.03
O -3.02355 -5.10117 0.89873 0.16
O -1.09304 0.87584 -1.06125 -0.09
C -0.43801 0.79312 -2.30683 -0.41
C 0.21708 2.17496 -2.56441 -0.16
C -0.60346 3.35916 -2.05587 -0.27
N -0.23474 4.56145 -2.83703 0.00
P -1.66808 0.39584 -3.65774 0.88
O -0.79847 0.62833 -5.02135 -0.28
O -2.71588 1.65303 -3.49022 -0.27
P 1.88639 3.09584 1.47462 0.16
O 0.41128 3.71831 1.36375 -0.21
O 2.46688 3.64943 2.85694 -0.23
S 2.89390 3.52951 -0.09168 0.34
H 4.04978 2.86602 4.83068 0.06
H 2.70497 2.24762 5.75091 0.05
H 4.34436 1.51917 5.86588 0.06
H 3.91300 1.25801 3.15421 0.07
H 3.60472 0.00558 4.30721 0.07
H 1.20134 -0.88154 5.00607 0.04
H 1.67795 -1.54886 3.47174 0.03
H 0.00522 -0.96069 3.75862 0.02
H 2.50913 0.83037 1.27217 0.08
H -0.40375 -0.70549 1.69655 0.12
H 0.86692 -2.27139 0.27431 0.12
H 1.82581 -1.30624 1.34424 0.11
H 3.09223 -3.14813 0.06043 0.11
H 3.96323 -4.78925 -1.56811 0.10
H 3.92253 -4.31773 -3.98726 0.10
H 2.99244 -2.15916 -4.77696 0.10
H 2.08589 -0.54732 -3.21959 0.11
H -2.51067 -0.74290 1.40171 0.11
H -2.32687 0.93950 0.97498 0.13
H -3.44318 -0.10008 -1.37718 0.08
H -4.35132 -0.85000 -0.04187 0.08
H -4.57272 1.54730 0.88319 0.08
H -3.77729 2.05018 -0.64728 0.06
H -0.32884 -1.86129 -1.53687 0.11
H -2.01263 -1.56181 -1.78046 0.09
H -0.94722 -3.64622 -0.46504 0.13
H -1.34001 -2.64378 0.90809 0.12
H -3.50580 -2.81170 2.57857 0.09
H -4.82175 -3.95837 2.27690 0.09
H -4.74960 -2.46013 1.35333 0.07
H 0.37453 0.07773 -2.34432 0.08
H 0.50034 2.29180 -3.60867 0.09
H 1.14779 2.17162 -1.99720 0.07
H -0.29783 3.55776 -1.03568 0.08
H -1.67285 3.16694 -2.07746 0.09
H -0.83924 4.64771 -3.64511 0.06
H -0.41415 5.37083 -2.25692 0.06
H -0.41400 1.51698 -5.09140 0.05
H -3.50997 1.40016 -3.97311 0.05
H -0.16112 3.35799 2.05928 0.08
H 2.32422 4.60414 2.90518 0.09